(1)
C7H10 | ωB97M-V/def2-TZVPD

Output
E_HOMO: -8.676 eV
HOMO-LUMO gap: 9.89 eV
SMILES: C1C[C@H]2[C@@H]1[C@H]1C[C@@H]21
Energy relative to the best compared isomer or geometry (same formula, charge and spin): 438.5 kJ/mol

```
! wB97M-V def2-TZVPD RIJCOSX def2/J DEFGRID3
* xyz 0 1
C 0.98971 -1.00139 1.07527
C -0.36671 -0.32275 1.46315
C -0.05104 0.93334 0.59905
C 1.16306 0.18251 0.04170
C 0.44545 0.02430 -1.28553
C -1.20686 -0.17401 -1.34537
C -0.58781 1.04553 -0.83467
H 1.65773 -1.09397 1.94031
H 0.91174 -1.99156 0.60631
H -1.27654 -0.86439 1.18679
H -0.43597 -0.08517 2.52859
H 0.00872 1.86413 1.16604
H 1.81649 0.86552 -0.65167
H 1.00759 -0.37781 -2.11992
H -1.65197 -0.08036 -2.34598
H -1.68425 -0.93251 -0.73317
H -0.73933 2.00858 -1.29091
*
```

Löwdin atomic charge list, values in e, 2 entries: number 1, C, carries -0.090; number 2, C, carries -0.127

---

(2)
C7H10 | ωB97M-V/def2-TZVPD

Output
E_HOMO: -8.618 eV
HOMO-LUMO gap: 9.77 eV
SMILES: C1=C2[C@H]3C[C@H]3[C@H]2C1.[H][H]
Energy relative to the best compared isomer or geometry (same formula, charge and spin): 528.5 kJ/mol

```
! wB97M-V def2-TZVPD RIJCOSX def2/J DEFGRID3
* xyz 0 1
C 1.10765 -0.39275 -1.08428
C 0.08182 0.46803 -0.93924
C -1.34332 0.61201 -0.42828
C -1.36792 -0.16515 0.86234
C -0.71944 1.18496 0.86202
C 0.67625 1.23047 0.18343
C 1.82896 0.16923 0.14452
H 1.27356 -1.29288 -1.66891
H -2.24793 0.90678 -0.94978
H -2.33046 -0.19955 1.36886
H -0.77859 -1.07365 0.96410
H -1.11284 1.98718 1.48020
H 0.98687 2.25795 -0.02393
H 1.76667 -0.54229 0.97838
H 2.85908 0.53759 0.06837
H -0.04277 -2.84828 -0.68695
H -0.63758 -2.83965 -1.13086
*
```

Löwdin atomic charge list, values in e, 2 entries: number 1, C, carries -0.058; number 2, C, carries -0.175

---

(3)
C7H10 | ωB97M-V/def2-TZVPD

Output
E_HOMO: -8.637 eV
HOMO-LUMO gap: 8.11 eV
Energy relative to the best compared isomer or geometry (same formula, charge and spin): 836.0 kJ/mol

```
! wB97M-V def2-TZVPD RIJCOSX def2/J DEFGRID3
* xyz 0 1
C 0.58583 -1.03569 -0.53971
C 0.83004 -2.94191 -0.12384
C -0.79117 1.89181 0.33435
C -0.45448 2.61275 -0.98424
C 0.73577 0.33098 -0.91270
C -0.44688 1.17451 -0.89278
C 0.53581 -3.10380 1.33020
H -0.41491 -1.03761 0.00199
H -0.00056 2.07177 1.10810
H -1.77850 1.84885 0.82280
H -1.06861 3.18188 -1.53380
H 0.63044 3.03854 -0.94334
H 1.69712 0.75112 -1.20950
H -1.30892 0.65754 -1.31880
H 0.30649 -2.09564 1.72647
H 1.33516 -3.64943 1.86064
H -0.39263 -3.69567 1.27415
*
```

Löwdin atomic charge list, values in e, 2 entries: number 1, C, carries -0.037; number 2, C, carries 0.110

---

(4)
C7H10 | ωB97M-V/def2-TZVPD

Output
E_HOMO: -8.340 eV
HOMO-LUMO gap: 8.85 eV
Energy relative to the best compared isomer or geometry (same formula, charge and spin): 514.6 kJ/mol

```
! wB97M-V def2-TZVPD RIJCOSX def2/J DEFGRID3
* xyz 0 1
C 0.14992 0.32710 -1.95874
C -0.71856 -0.67276 -1.32479
C 0.01709 -1.27458 0.80192
C 1.37118 -0.59186 1.08193
C -1.06928 -0.35232 0.09973
C -1.06290 1.05897 0.53635
C -1.09425 2.23336 0.81704
H 0.83395 -0.07635 -2.71417
H -0.69123 0.78026 -2.52636
H 0.60303 1.13576 -1.36388
H 0.16960 -2.12825 0.12037
H -0.42865 -1.67253 1.73049
H 1.26654 0.26485 1.76712
H 2.03203 -1.33698 1.54958
H 1.86089 -0.24173 0.15631
H -2.04055 -0.79562 0.34579
H -1.12428 3.27166 1.07608
*
```

Löwdin atomic charge list, values in e, 2 entries: number 1, C, carries -0.162; number 2, C, carries 0.018